No. 1
{
  "formula": "C10H11N3O2",
  "method": "the ωB97M-V functional and the def2-TZVPD basis",
  "elements": ["C", "C", "C", "C", "C", "C", "C", "C", "C", "C", "N", "N", "N", "O", "O", "H", "H", "H", "H", "H", "H", "H", "H", "H", "H", "H"],
  "coordinates": [[-2.362, -2.062, -0.302], [-3.036, -1.086, 0.383], [-0.963, -2.126, -0.411], [-2.346, -0.013, 0.985], [-0.299, -0.968, 0.005], [-0.972, -0.015, 0.757], [1.682, -0.010, -1.115], [1.475, 1.423, -0.661], [1.176, 0.937, 1.569], [1.142, -0.924, -0.052], [-0.171, 1.000, 1.576], [1.790, 1.737, 0.673], [1.946, -2.041, 0.217], [3.164, -1.994, -0.012], [1.413, -3.064, 0.661], [-2.925, -2.878, -0.981], [-4.067, -1.130, 0.488], [-0.368, -2.831, -0.976], [-2.729, 0.676, 1.692], [1.305, -0.018, -2.115], [2.787, -0.270, -1.185], [2.147, 2.048, -1.195], [0.457, 1.812, -0.825], [1.611, 0.850, 2.557], [-0.536, 1.256, 2.479], [2.715, 2.003, 0.703]],
  "nbo_charge": [-0.22, -0.21, -0.13, -0.25, -0.13, 0.19, -0.47, -0.23, 0.30, -0.04, -0.64, -0.54, 0.49, -0.45, -0.43, 0.22, 0.21, 0.23, 0.22, 0.23, 0.25, 0.20, 0.20, 0.20, 0.40, 0.39],
  "total_energy_ha": -702.20084,
  "gap_ev": [7.612, 7.614],
  "e_lumo_ev": [-0.4, -0.4],
  "homo_ev": [-7.98, -7.98],
  "e_above_lowest_ev": 6.190
}

=====

No. 2
{
  "formula": "C18H29Cl12NO2",
  "method": "the ωB97M-V functional and the def2-TZVPD basis",
  "elements": ["Cl", "C", "C", "Cl", "H", "H", "H", "H", "Cl", "C", "C", "Cl", "H", "H", "H", "H", "Cl", "C", "C", "Cl", "H", "H", "H", "H", "Cl", "C", "C", "Cl", "H", "H", "H", "H", "Cl", "C", "C", "Cl", "H", "H", "H", "H", "Cl", "C", "C", "Cl", "H", "H", "H", "H", "C", "C", "C", "C", "C", "C", "N", "O", "O", "H", "H", "H", "H", "H"],
  "coordinates": [[0.848, 0.404, -1.552], [1.268, 1.252, -2.984], [2.318, 0.360, -3.742], [1.429, -0.856, -4.593], [1.523, 2.199, -2.507], [0.373, 1.476, -3.565], [3.074, 0.017, -3.035], [2.808, 0.970, -4.501], [-2.948, -0.929, -2.316], [-1.403, -0.050, -2.671], [-1.420, 0.250, -4.261], [-2.149, 1.896, -4.606], [-0.580, -0.750, -2.524], [-1.363, 0.846, -2.053], [-1.890, -0.543, -4.842], [-0.400, 0.147, -4.632], [-1.247, -5.910, 2.283], [-0.510, -4.564, 1.446], [-0.209, -4.689, 0.003], [0.568, -6.215, -0.571], [0.405, -4.229, 1.933], [-1.252, -3.783, 1.610], [0.397, -3.820, -0.252], [-1.189, -4.675, -0.474], [-0.740, -2.584, 0.124], [-0.855, -0.887, -0.257], [0.131, 0.092, 0.500], [-0.562, 0.283, 2.103], [-1.876, -0.538, -0.103], [-0.690, -0.783, -1.330], [0.308, 1.050, 0.011], [1.022, -0.509, 0.683], [-4.563, 0.972, 3.260], [-2.745, 0.973, 3.080], [-1.957, 2.054, 3.860], [-1.545, 1.574, 5.586], [-2.536, 0.921, 2.012], [-2.265, 0.079, 3.479], [-2.641, 2.898, 3.950], [-1.171, 2.303, 3.147], [-0.062, -3.311, 3.887], [0.615, -2.104, 2.798], [2.111, -2.465, 2.464], [2.637, -1.508, 1.108], [0.503, -1.156, 3.323], [0.082, -1.958, 1.859], [1.995, -3.438, 1.987], [2.792, -2.304, 3.300], [2.800, 3.458, -0.295], [1.974, 3.564, -1.404], [0.643, 3.203, -1.327], [0.078, 2.837, -0.057], [0.938, 2.748, 1.043], [2.307, 3.030, 0.902], [-1.323, 2.382, -0.053], [-1.865, 2.221, 1.055], [-1.871, 2.151, -1.097], [3.863, 3.618, -0.389], [2.342, 4.066, -2.286], [-0.021, 3.164, -2.178], [0.673, 2.453, 2.047], [3.019, 2.647, 1.617]],
  "nbo_charge": [0.02, -0.46, -0.40, 0.00, 0.25, 0.23, 0.23, 0.22, -0.07, -0.42, -0.40, -0.09, 0.20, 0.26, 0.24, 0.22, -0.02, -0.44, -0.44, -0.07, 0.20, 0.25, 0.25, 0.22, 0.04, -0.44, -0.59, -0.04, 0.23, 0.22, 0.31, 0.27, -0.09, -0.40, -0.40, -0.08, 0.26, 0.21, 0.23, 0.23, -0.03, -0.47, -0.40, -0.03, 0.24, 0.24, 0.22, 0.24, -0.16, -0.25, -0.18, -0.03, -0.12, -0.23, 0.53, -0.38, -0.36, 0.23, 0.24, 0.26, 0.25, 0.23],
  "total_energy_ha": -6430.18871,
  "gap_ev": 8.003,
  "e_lumo_ev": -1.7,
  "homo_ev": -9.75,
  "e_above_lowest_ev": 14.841
}

=====

No. 3
{
  "formula": "C2H7IP2",
  "method": "the ωB97M-V functional and the def2-TZVPD basis",
  "elements": ["C", "C", "P", "P", "I", "H", "H", "H", "H", "H", "H", "H"],
  "coordinates": [[1.006, -0.843, -0.131], [-0.122, 0.173, 0.289], [0.174, 1.943, 0.007], [-1.542, -0.362, -0.691], [-3.513, -0.028, 0.836], [1.295, -0.799, -1.137], [0.714, -1.846, 0.132], [1.861, -0.658, 0.537], [-0.388, -0.019, 1.374], [1.547, 2.155, 0.187], [0.400, 1.839, -1.365], [-1.432, -1.555, -0.038]],
  "nbo_charge": [-0.62, -0.86, 0.33, 0.50, -0.17, 0.22, 0.21, 0.23, 0.26, -0.02, -0.04, -0.04],
  "total_energy_ha": -1060.76867,
  "gap_ev": 9.050,
  "e_lumo_ev": -0.2,
  "homo_ev": -9.23,
  "e_above_lowest_ev": 0.367
}

=====

No. 4
{
  "formula": "C11H74NO25",
  "method": "the ωB97M-V functional and the def2-TZVPD basis",
  "elements": ["C", "C", "C", "C", "N", "C", "C", "C", "C", "C", "C", "C", "H", "H", "H", "H", "H", "H", "H", "H", "H", "H", "H", "H", "H", "H", "H", "H", "H", "H", "H", "H", "H", "H", "H", "H", "O", "H", "H", "O", "H", "H", "O", "H", "H", "O", "H", "H", "O", "H", "H", "O", "H", "H", "O", "H", "H", "O", "H", "H", "O", "H", "H", "O", "H", "H", "O", "H", "H", "O", "H", "H", "O", "H", "H", "O", "H", "H", "O", "H", "H", "O", "H", "H", "O", "H", "H", "O", "H", "H", "O", "H", "H", "O", "H", "H", "O", "H", "H", "O", "H", "H", "O", "H", "H", "O", "H", "H", "O", "H", "H"],
  "coordinates": [[-49.884, 28.170, 9.388], [-49.369, 28.623, 8.112], [-47.826, 28.862, 7.945], [-47.334, 29.102, 6.449], [-46.069, 29.679, 6.297], [-45.939, 31.211, 6.573], [-46.093, 32.096, 5.411], [-46.346, 31.097, 4.303], [-45.922, 29.724, 4.762], [-44.897, 29.029, 6.953], [-44.822, 27.508, 6.606], [-43.677, 26.822, 7.220], [-49.368, 27.336, 9.778], [-50.865, 27.844, 9.343], [-49.741, 28.777, 10.130], [-49.925, 29.472, 7.883], [-49.435, 27.640, 7.352], [-47.529, 27.967, 8.372], [-47.408, 29.677, 8.531], [-48.193, 29.710, 6.134], [-47.456, 28.228, 5.904], [-45.011, 31.523, 7.299], [-46.931, 31.326, 7.205], [-45.189, 32.697, 5.200], [-46.922, 32.748, 5.422], [-45.929, 31.498, 3.573], [-47.524, 30.971, 4.326], [-44.783, 29.952, 4.619], [-46.171, 28.908, 4.202], [-44.818, 29.208, 8.111], [-43.939, 29.560, 6.773], [-44.803, 27.431, 5.504], [-45.663, 27.057, 6.830], [-43.736, 26.596, 8.290], [-42.838, 27.432, 6.927], [-43.578, 25.700, 6.688], [-41.875, 27.571, 4.394], [-42.540, 26.769, 4.509], [-41.981, 27.904, 3.423], [-47.653, 28.568, 1.828], [-47.588, 27.818, 2.437], [-48.005, 28.117, 0.928], [-47.032, 35.897, 4.424], [-46.254, 35.225, 4.400], [-47.332, 35.989, 3.474], [-46.000, 26.350, 10.874], [-46.250, 26.127, 9.976], [-45.137, 26.451, 10.879], [-49.586, 24.558, 9.523], [-50.567, 24.841, 9.340], [-49.366, 24.499, 10.332], [-47.064, 25.263, 8.258], [-47.922, 25.086, 8.759], [-46.823, 24.327, 8.281], [-47.243, 30.358, 11.052], [-46.263, 30.278, 10.845], [-47.306, 31.367, 10.672], [-43.344, 25.158, 4.141], [-42.904, 24.354, 4.121], [-44.265, 24.767, 4.222], [-42.391, 22.297, 6.992], [-41.617, 22.851, 7.055], [-43.130, 22.942, 6.697], [-43.092, 32.194, 9.427], [-43.836, 32.655, 9.670], [-42.385, 32.200, 9.946], [-49.934, 27.207, 12.585], [-48.963, 27.510, 12.635], [-49.801, 26.403, 12.645], [-49.681, 25.400, 5.852], [-49.868, 24.336, 5.954], [-50.264, 25.770, 6.518], [-47.887, 26.646, 3.824], [-47.429, 25.781, 3.759], [-48.589, 26.513, 4.594], [-41.057, 30.177, 5.928], [-41.560, 29.725, 5.339], [-40.846, 30.982, 5.531], [-52.216, 26.248, 7.098], [-52.694, 27.082, 6.937], [-52.142, 25.740, 7.944], [-53.396, 30.246, 10.375], [-52.366, 30.229, 10.254], [-53.586, 29.379, 10.082], [-52.770, 25.311, 9.669], [-53.230, 26.171, 9.798], [-52.838, 24.867, 10.622], [-49.107, 34.667, 5.404], [-48.253, 35.011, 4.997], [-49.722, 34.522, 4.654], [-44.881, 34.509, 2.952], [-44.164, 35.034, 2.528], [-45.167, 34.006, 2.238], [-41.855, 29.688, 8.663], [-42.424, 30.377, 9.129], [-41.566, 29.899, 7.749], [-40.858, 27.156, 9.171], [-40.467, 27.013, 8.351], [-41.486, 28.086, 9.066], [-49.285, 32.227, 9.576], [-50.018, 32.442, 9.053], [-48.469, 32.705, 9.295], [-48.015, 33.363, 1.640], [-48.855, 33.339, 1.270], [-47.748, 32.486, 1.527], [-46.622, 33.386, 9.239], [-46.812, 34.231, 8.863], [-45.941, 33.406, 9.827], [-43.148, 26.747, 10.844], [-42.504, 26.999, 10.261], [-42.837, 27.181, 11.657]],
  "lowdin_charge": [-0.12, -0.21, -0.12, -0.15, -0.19, -0.08, -0.17, -0.14, -0.06, -0.10, -0.24, -0.08, 0.06, 0.05, 0.02, 0.08, 0.16, 0.07, 0.09, 0.15, 0.10, 0.18, 0.15, 0.13, 0.10, 0.03, 0.17, 0.18, 0.09, 0.17, 0.12, 0.11, 0.03, 0.07, 0.05, 0.13, -0.15, 0.04, 0.09, -0.14, -0.05, 0.12, -0.10, 0.07, 0.09, 0.00, -0.01, -0.11, 0.01, 0.10, -0.07, -0.09, 0.03, 0.05, -0.13, 0.04, 0.08, -0.04, 0.02, 0.10, -0.08, 0.02, 0.06, 0.06, 0.00, -0.01, 0.04, 0.12, -0.13, -0.12, 0.16, -0.03, -0.11, 0.06, 0.08, 0.04, -0.04, 0.04, -0.08, 0.07, 0.02, -0.07, 0.09, -0.02, -0.11, 0.07, 0.15, -0.13, -0.03, 0.03, -0.03, 0.09, 0.00, -0.09, 0.06, 0.03, -0.13, -0.02, 0.10, -0.05, 0.01, 0.01, 0.00, 0.01, 0.00, 0.02, 0.07, -0.01, -0.01, -0.07, 0.08],
  "total_energy_ha": -2398.65371,
  "gap_ev": 10.145,
  "total_charge": 1,
  "e_lumo_ev": -2.4,
  "homo_ev": -12.55,
  "e_above_lowest_ev": 3.130
}

=====

No. 5
{
  "formula": "C29H38FN4O7PS",
  "method": "the ωB97M-V functional and the def2-TZVPD basis",
  "elements": ["C", "C", "C", "C", "P", "N", "C", "C", "O", "C", "C", "C", "C", "C", "C", "C", "C", "C", "C", "C", "C", "C", "C", "F", "C", "C", "C", "O", "N", "C", "C", "C", "S", "C", "O", "H", "H", "H", "H", "H", "H", "H", "H", "H", "H", "H", "H", "H", "H", "H", "H", "H", "H", "H", "H", "H", "H", "H", "H", "H", "H", "H", "H", "H", "H", "H", "H", "C", "N", "O", "O", "H", "H", "H", "C", "N", "O", "O", "H", "H", "H"],
  "coordinates": [[1.184, 7.216, 0.136], [0.802, 6.058, -0.606], [0.440, 4.450, -0.880], [1.533, 3.631, -1.844], [3.064, 4.532, -2.549], [2.729, 5.730, -3.587], [1.225, 2.016, -2.111], [2.251, 1.050, -3.013], [3.259, 0.550, -2.065], [3.925, -0.670, -2.542], [3.799, -1.344, -4.030], [4.688, -2.716, -4.383], [4.640, -3.478, -5.852], [5.702, -3.422, -3.255], [5.796, -2.783, -1.748], [4.915, -1.436, -1.433], [5.038, -0.814, 0.104], [6.533, -0.139, 0.394], [4.635, -1.961, 1.253], [-0.102, 1.303, -1.447], [-1.169, 2.118, -0.497], [-0.897, 3.708, -0.206], [-1.918, 4.559, 0.782], [-1.807, 3.941, 2.155], [-3.478, 4.573, 0.279], [-4.432, 4.379, 1.598], [-2.327, 1.075, 0.013], [-3.414, 1.338, 0.767], [-1.824, -0.247, -0.556], [-1.813, -1.441, 0.377], [-3.328, -2.046, 0.694], [-3.334, -3.313, 1.735], [-4.942, -3.156, 2.755], [-0.650, -0.260, -1.552], [-0.226, -1.276, -2.331], [1.536, 8.212, 0.655], [3.894, 3.552, -3.205], [3.734, 5.161, -1.408], [3.200, 5.511, -4.514], [2.799, 1.730, -3.792], [1.563, 0.231, -3.488], [3.097, -0.877, -4.844], [5.337, -4.445, -5.803], [3.538, -3.912, -5.977], [4.960, -2.802, -6.752], [6.365, -4.373, -3.487], [6.483, -3.222, -0.908], [4.266, 0.075, 0.295], [6.811, 0.442, -0.599], [7.262, -1.024, 0.645], [6.359, 0.602, 1.311], [3.529, -1.736, 1.633], [5.324, -1.833, 2.209], [4.684, -3.057, 0.821], [-1.536, 5.676, 0.925], [-3.611, 3.760, -0.553], [-3.688, 5.657, -0.170], [-4.204, 5.243, 2.389], [-5.574, 4.485, 1.302], [-4.303, 3.362, 2.163], [-1.186, -1.228, 1.357], [-1.237, -2.333, -0.169], [-3.976, -1.183, 1.147], [-3.757, -2.369, -0.372], [-2.427, -3.352, 2.476], [-3.424, -4.366, 1.186], [-5.241, -1.787, 2.900], [-4.448, 1.953, 4.971], [-4.887, 0.536, 5.076], [-4.467, -0.117, 6.038], [-5.641, 0.119, 4.189], [-3.792, 2.183, 5.813], [-3.914, 2.064, 4.025], [-5.343, 2.578, 4.998], [-5.960, -6.788, 3.011], [-4.941, -7.871, 2.977], [-5.186, -8.900, 3.617], [-3.923, -7.658, 2.308], [-6.797, -7.111, 3.634], [-5.485, -5.901, 3.434], [-6.288, -6.612, 1.985]],
  "lowdin_charge": [0.09, -0.08, -0.07, -0.19, 0.69, -0.35, -0.01, -0.18, -0.16, -0.09, 0.03, -0.17, -0.13, -0.04, -0.02, -0.06, -0.36, -0.12, -0.11, 0.05, 0.05, 0.03, -0.20, -0.12, -0.18, -0.14, -0.17, -0.01, -0.03, -0.17, -0.24, -0.50, 0.61, -0.17, -0.01, 0.06, 0.01, 0.02, -0.03, 0.12, 0.13, 0.09, 0.08, 0.09, 0.08, 0.09, 0.10, 0.13, 0.09, 0.08, 0.09, 0.08, 0.08, 0.07, 0.15, 0.11, 0.13, 0.10, 0.09, 0.05, 0.14, 0.14, 0.08, 0.14, 0.08, 0.09, -0.15, 0.04, -0.41, 0.06, 0.02, 0.10, 0.09, 0.10, 0.03, -0.43, 0.05, 0.04, 0.10, 0.05, 0.10],
  "total_energy_ha": -2711.68868,
  "gap_ev": 5.741,
  "e_lumo_ev": -2.3,
  "homo_ev": -8.06,
  "e_above_lowest_ev": 20.592
}